# C19H24ClN2

A structure of composition C19H24ClN2 (ωB97M-V/def2-TZVPD, OMol25).

For the gap between HOMO and LUMO, the calculation gives 8.77 eV. For the LUMO energy, the calculation gives -2.8 eV. For the relative energy (zero: lowest compared OMol25 entry of this formula, charge and spin), the calculation gives 17.445 eV. Its electronic energy is -1307.24612 Eh.

The geometry in ORCA input format:
```
! RIJCOSX wB97M-V def2-TZVPD def2/J DEFGRID3
* xyz 1 1
C -3.87 -0.63 -3.10
C -2.53 -0.17 -3.59
C -1.87 0.54 -2.69
C -0.50 1.05 -2.96
C 0.14 0.70 -4.22
C -0.70 0.16 -5.03
C -1.89 -0.23 -4.62
H -2.62 -1.08 -5.41
H -0.43 -0.15 -6.02
H 0.97 1.24 -4.51
C 0.08 1.87 -1.81
H 1.04 2.22 -2.25
N 0.95 0.85 -0.85
H -0.11 0.45 -0.45
C 1.36 1.55 0.35
C 1.97 0.77 1.40
N 1.48 -0.58 0.99
C 1.90 -1.07 -0.18
C 1.63 -0.11 -1.39
H 2.65 0.57 -1.41
H 1.41 -0.55 -2.20
H 2.81 -1.33 0.00
H 1.13 -1.97 -0.49
C 1.38 -1.42 2.20
C 0.52 -1.33 3.34
C 1.30 -0.90 4.47
C 0.82 -0.42 5.63
C -0.88 -0.17 5.51
C -1.34 -0.22 4.41
C -0.64 -0.73 3.21
H -1.30 -1.02 2.30
H -2.40 -0.24 4.28
Cl -1.63 0.48 6.87
H 1.27 -0.29 6.60
H 2.45 -1.11 4.67
H 0.78 -2.49 1.76
H 2.47 -1.96 2.35
H 3.01 0.88 1.26
H 1.64 0.94 2.37
H 0.42 2.35 0.95
H 2.18 2.54 -0.09
H -0.41 2.85 -1.27
H -2.11 0.78 -1.45
H -3.95 -0.50 -1.97
H -3.97 -1.87 -3.14
H -4.59 -0.25 -3.83
*
```

# C5H7NS

An isolated molecule of C5H7NS (ωB97M-V/def2-TZVPD, OMol25).

For the gap between HOMO and LUMO, the calculation gives 6.56 eV. For the LUMO energy, the calculation gives -1.1 eV. For the relative energy (zero: lowest compared OMol25 entry of this formula, charge and spin), the calculation gives 3.971 eV. Its electronic energy is -647.51109 Eh.

The geometry in ORCA input format:
```
! RIJCOSX wB97M-V def2-TZVPD def2/J DEFGRID3
* xyz 0 1
C -0.37 1.36 0.29
C -2.18 0.05 -0.12
C -0.17 -0.76 -1.01
C 0.57 0.32 -0.38
C 1.43 -0.37 0.72
N -1.58 1.07 0.44
S -3.67 -0.65 -0.24
H 0.12 2.20 0.74
H -0.08 -1.77 -0.53
H -0.42 -0.79 -1.99
H 1.35 0.82 -1.01
H 2.49 -0.07 0.74
H 1.52 -1.41 0.67
H 1.00 0.00 1.67
*
```

# C34H27CuF6N2O5P2S4Te

A structure of composition C34H27CuF6N2O5P2S4Te (ωB97M-V/def2-TZVPD, OMol25).

For the gap between HOMO and LUMO, the calculation gives 6.28 eV. For the LUMO energy, the calculation gives 3.9 eV. For the relative energy (zero: lowest compared OMol25 entry of this formula, charge and spin), the calculation gives 0.000 eV. Its electronic energy is -6580.80431 Eh.

The geometry in ORCA input format:
```
! RIJCOSX wB97M-V def2-TZVPD def2/J DEFGRID3
* xyz -2 1
Cu -0.26 0.06 -0.33
Te 2.91 3.39 1.41
C 4.83 2.80 0.69
C 5.37 3.33 -0.47
C 6.62 2.90 -0.89
N 7.36 2.00 -0.24
C 6.84 1.51 0.89
C 5.60 1.88 1.39
C 1.71 1.95 0.48
P 1.65 0.26 0.95
C 1.51 0.18 2.77
C 2.57 0.33 3.66
C 2.34 0.42 5.02
C 1.05 0.38 5.52
C -0.02 0.23 4.64
C 0.21 0.13 3.28
C 3.28 -0.48 0.54
C 3.95 -1.41 1.33
C 5.18 -1.92 0.93
C 5.73 -1.53 -0.28
C 5.05 -0.63 -1.10
C 3.84 -0.11 -0.69
P 0.35 2.29 -0.54
C -0.58 3.69 0.21
C -0.68 3.71 1.60
C -1.40 4.70 2.25
C -2.05 5.68 1.52
C -1.97 5.66 0.13
C -1.24 4.68 -0.52
C 0.83 2.96 -2.18
C 2.15 3.30 -2.46
C 2.51 3.72 -3.74
C 1.56 3.80 -4.74
C 0.24 3.44 -4.47
C -0.12 3.01 -3.20
H 4.84 4.07 -1.05
H 7.06 3.30 -1.81
H 7.43 0.77 1.42
H 5.26 1.42 2.32
H 3.60 0.35 3.31
H 3.19 0.51 5.69
H 0.87 0.45 6.58
H -1.04 0.18 5.02
H -0.62 0.01 2.59
H 3.54 -1.72 2.28
H 5.72 -2.59 1.58
H 6.70 -1.91 -0.58
H 5.48 -0.31 -2.04
H 3.32 0.62 -1.30
H -0.17 2.94 2.18
H -1.46 4.69 3.33
H -2.62 6.45 2.02
H -2.48 6.42 -0.45
H -1.20 4.68 -1.60
H 2.89 3.21 -1.68
H 3.54 3.97 -3.94
H 1.84 4.12 -5.74
H -0.50 3.47 -5.26
H -1.14 2.69 -3.01
F -2.40 -2.94 -2.95
C -3.42 -2.15 -2.60
F -4.14 -2.78 -1.67
F -4.19 -1.96 -3.67
S -2.75 -0.55 -1.98
O -2.01 -0.01 -3.08
O -1.98 -0.97 -0.81
N -4.11 0.12 -1.62
S -4.35 1.67 -1.41
O -5.73 1.96 -1.64
O -3.33 2.51 -1.97
C -4.16 1.84 0.42
F -5.08 1.11 1.05
F -2.96 1.44 0.82
F -4.33 3.12 0.76
C 3.62 -2.98 5.13
O 4.44 -1.84 4.97
C 5.71 -1.97 4.49
S 6.48 -0.49 4.26
S 6.33 -3.51 4.19
H 2.65 -2.59 5.44
H 4.03 -3.66 5.88
H 3.53 -3.54 4.19
*
```

# C29H29Br2N4OY

A structure of composition C29H29Br2N4OY (ωB97M-V/def2-TZVPD, OMol25).

For the gap between HOMO and LUMO (spin up / spin down), the calculation gives 7.18 / 5.18 eV. For the LUMO energy (spin up / spin down), the calculation gives -0.2 / -0.2 eV. For the relative energy (zero: lowest compared OMol25 entry of this formula, charge and spin), the calculation gives 1.605 eV. Its electronic energy is -6603.05908 Eh.

The geometry in ORCA input format:
```
! RIJCOSX wB97M-V def2-TZVPD def2/J DEFGRID3
* xyz 0 1
Y -0.08 -0.37 -0.34
O 0.08 1.33 1.91
C -0.13 0.89 3.25
C -0.47 -0.58 3.36
C -0.63 -1.14 4.62
C -0.95 -2.48 4.72
C -1.10 -3.22 3.56
C -0.93 -2.57 2.35
N -0.62 -1.28 2.24
H 1.01 1.55 1.79
H -0.97 1.47 3.66
H 0.75 1.10 3.87
H -0.49 -0.53 5.50
H -1.07 -2.94 5.69
H -1.35 -4.27 3.59
H -1.04 -3.10 1.40
Br -2.94 5.40 -3.47
C -2.08 3.95 -2.57
C -2.22 3.80 -1.18
C -1.62 2.70 -0.61
N -0.89 1.79 -1.27
C -0.72 1.97 -2.63
C -1.34 3.06 -3.29
C 0.02 0.98 -3.36
C 0.31 1.13 -4.73
C 0.97 0.14 -5.40
Br 1.32 0.32 -7.26
C 1.35 -1.03 -4.73
C 1.02 -1.11 -3.39
N 0.41 -0.15 -2.69
H -2.79 4.50 -0.60
H -1.72 2.53 0.46
H -1.26 3.18 -4.35
H 0.03 2.02 -5.27
H 1.86 -1.83 -5.24
H 1.26 -2.02 -2.85
C 2.17 -0.71 0.43
C 3.05 -0.64 -0.73
C 3.58 0.58 -1.19
C 4.45 0.64 -2.25
C 4.84 -0.53 -2.90
C 4.29 -1.75 -2.50
C 3.43 -1.80 -1.44
C 5.81 -0.50 -3.91
N 6.65 -0.49 -4.71
H 2.47 0.04 1.17
H 2.24 -1.70 0.90
H 3.29 1.50 -0.68
H 4.86 1.59 -2.57
H 4.58 -2.65 -3.02
H 3.03 -2.76 -1.11
C -3.42 -3.48 -1.13
C -2.83 -2.06 -1.23
C -3.53 -1.16 -0.20
C -3.11 -1.49 -2.64
C -1.34 -2.10 -1.01
H -4.50 -3.45 -1.23
H -3.18 -3.92 -0.17
H -3.02 -4.13 -1.91
H -4.61 -1.11 -0.40
H -3.13 -0.14 -0.24
H -3.39 -1.55 0.81
H -4.18 -1.50 -2.84
H -2.61 -2.09 -3.40
H -2.74 -0.47 -2.71
H -0.94 -2.95 -1.60
*
```

# C22H21Cl3CoN4O3P

A structure of composition C22H21Cl3CoN4O3P (ωB97M-V/def2-TZVPD, OMol25).

For the gap between HOMO and LUMO (spin up / spin down), the calculation gives 6.47 / 4.51 eV. For the LUMO energy (spin up / spin down), the calculation gives -6.5 / -8.4 eV. Its electronic energy is -4399.88144 Eh.

The geometry in ORCA input format:
```
! RIJCOSX wB97M-V def2-TZVPD def2/J DEFGRID3
* xyz 2 5
Co -0.51 0.33 0.48
Cl -4.04 1.22 3.87
C -2.64 2.14 3.60
C -2.30 3.19 4.42
C -1.14 3.92 4.21
Cl -0.78 5.21 5.25
C -0.24 3.60 3.14
C 0.99 4.25 2.91
C 1.78 3.82 1.87
C 1.34 2.78 1.05
N 0.19 2.16 1.25
C -0.58 2.55 2.28
C -1.80 1.77 2.49
O -2.07 0.81 1.72
H -2.95 3.45 5.25
H 1.30 5.06 3.55
H 2.74 4.28 1.68
H 1.96 2.42 0.24
C -1.91 -0.13 -4.80
N -0.96 1.02 -4.39
C -1.80 2.31 -4.29
N -2.89 2.13 -3.39
C -3.74 1.02 -3.81
N -2.99 -0.23 -3.88
C -2.59 -0.74 -2.56
P -1.47 0.47 -1.73
C -0.26 0.71 -3.10
C -2.47 2.01 -2.00
H -1.31 -1.04 -4.83
H -2.27 0.12 -5.79
H -0.26 1.14 -5.13
H -2.16 2.51 -5.30
H -1.13 3.10 -3.97
H -4.15 1.24 -4.80
H -4.56 0.91 -3.11
H -2.08 -1.70 -2.67
H -3.47 -0.91 -1.94
H 0.33 -0.19 -3.24
H 0.42 1.53 -2.87
H -1.89 2.88 -1.70
H -3.35 1.98 -1.36
Cl 5.50 -1.24 5.54
C 4.49 -1.23 4.14
C 4.94 -1.80 2.96
C 4.13 -1.78 1.85
C 2.86 -1.20 1.91
C 2.42 -0.64 3.10
C 3.23 -0.64 4.22
C 2.03 -1.18 0.67
O 2.46 -1.41 -0.43
O 0.75 -0.87 0.87
H 5.92 -2.25 2.93
H 4.46 -2.21 0.91
H 1.43 -0.20 3.16
H 2.90 -0.21 5.16
*
```

# C39H44BI2N10OV

A structure of composition C39H44BI2N10OV (ωB97M-V/def2-TZVPD, OMol25).

For the gap between HOMO and LUMO (spin up / spin down), the calculation gives 7.10 / 7.01 eV. For the LUMO energy (spin up / spin down), the calculation gives -2.8 / -2.9 eV. Its electronic energy is -3699.61416 Eh.

The geometry in ORCA input format:
```
! RIJCOSX wB97M-V def2-TZVPD def2/J DEFGRID3
* xyz 1 4
V -0.10 1.40 -1.74
C -2.64 -0.24 -2.81
C -1.75 -1.41 -3.22
C -1.58 -2.42 -2.09
C -0.42 -0.97 -3.75
C 0.33 -1.49 -4.81
C 1.47 -0.72 -4.85
N 1.41 0.19 -3.86
N 0.25 0.02 -3.19
B 2.25 1.47 -3.65
N 1.34 2.67 -4.01
C 1.44 3.50 -5.06
C 0.23 4.13 -5.24
C -0.60 3.60 -4.24
N 0.09 2.74 -3.50
C -2.08 3.77 -4.07
C -2.78 2.79 -5.01
C -2.55 5.20 -4.34
N 2.71 1.65 -2.19
C 3.96 1.86 -1.74
C 3.89 2.33 -0.45
C 2.53 2.40 -0.17
N 1.83 1.99 -1.22
C 1.91 2.93 1.09
C 0.63 3.70 0.81
C 1.71 1.86 2.17
H -3.42 -0.56 -2.12
H -2.12 0.59 -2.28
H -3.11 0.23 -3.67
H -2.27 -1.92 -4.04
H -1.09 -1.97 -1.23
H -2.55 -2.80 -1.76
H -0.98 -3.27 -2.41
H 0.07 -2.30 -5.46
H 2.31 -0.74 -5.51
H 3.20 1.43 -4.37
H 2.36 3.57 -5.60
H -0.03 4.86 -5.98
H -2.32 3.51 -3.03
H -2.64 3.10 -6.04
H -2.38 1.78 -4.91
H -3.85 2.76 -4.81
H -2.54 5.41 -5.41
H -3.57 5.33 -4.00
H -1.91 5.94 -3.86
H 4.80 1.67 -2.39
H 4.71 2.61 0.19
H 2.65 3.64 1.48
H -0.10 3.10 0.25
H 0.14 3.99 1.74
H 0.82 4.60 0.23
H 0.83 1.25 1.97
H 2.57 1.19 2.24
H 1.57 2.33 3.14
C -0.39 -6.89 9.73
O 0.19 -7.24 8.49
C 0.18 -6.33 7.49
C 0.84 -6.72 6.32
C 0.88 -5.87 5.24
C 0.27 -4.61 5.30
C -0.37 -4.23 6.47
C -0.42 -5.08 7.57
C 0.34 -3.73 4.14
N 1.23 -3.81 3.18
C 0.90 -2.81 2.31
C -0.21 -2.11 2.74
N -0.56 -2.72 3.93
C -0.78 -1.02 2.03
C -1.90 -0.30 2.46
C -2.36 0.74 1.69
C -1.70 1.02 0.50
N -0.64 0.36 0.06
C -0.15 -0.66 0.81
C 1.05 -1.37 0.36
N 1.61 -0.95 -0.78
C 2.68 -1.58 -1.22
C 3.26 -2.67 -0.56
C 2.70 -3.11 0.61
C 1.56 -2.45 1.10
H -0.21 -7.74 10.39
H -1.46 -6.73 9.63
H 0.09 -6.00 10.14
H 1.30 -7.69 6.28
H 1.39 -6.16 4.33
H -0.81 -3.25 6.57
H -0.92 -4.76 8.47
H -1.36 -2.53 4.51
H -2.38 -0.55 3.39
H -3.22 1.33 1.98
H -2.07 1.84 -0.13
H 3.11 -1.21 -2.14
H 4.14 -3.15 -0.97
H 3.11 -3.94 1.17
I -3.37 4.71 -0.26
C -2.85 6.62 -1.02
I -0.77 7.02 -1.11
H -3.30 7.35 -0.36
H -3.25 6.69 -2.02
*
```

# C25H32N6O4

A structure of composition C25H32N6O4 (ωB97M-V/def2-TZVPD, OMol25).

For the gap between HOMO and LUMO, the calculation gives 8.44 eV. For the LUMO energy, the calculation gives 0.5 eV. For the relative energy (zero: lowest compared OMol25 entry of this formula, charge and spin), the calculation gives 24.814 eV. Its electronic energy is -1600.52834 Eh.

The geometry in ORCA input format:
```
! RIJCOSX wB97M-V def2-TZVPD def2/J DEFGRID3
* xyz 0 1
C 4.59 3.08 -0.16
C 3.34 3.07 -0.94
C 2.98 1.81 -1.57
C 2.66 0.60 -0.53
N 1.47 0.71 0.19
C 1.54 0.69 1.73
O 2.58 0.43 2.37
C 0.30 0.87 2.41
N -0.81 0.16 1.85
N -0.61 -1.14 1.50
N -1.82 -1.21 0.97
C -2.67 -0.23 0.95
N -1.91 0.48 1.58
C -3.86 -0.12 0.56
C -4.75 0.85 0.39
C -5.95 0.41 -0.06
C -5.61 -1.01 -0.52
O -4.47 -1.30 -0.06
C -6.38 -1.71 -1.39
H -5.93 -2.20 -2.03
H -6.85 -2.63 -0.77
H -7.47 -1.22 -1.58
H -6.77 1.13 -0.33
H -4.62 1.87 1.14
H 0.58 0.58 3.27
H 0.10 1.91 2.67
C 0.24 1.06 -0.31
C -0.32 0.55 -1.26
C -1.61 0.69 -1.76
C -2.10 1.90 -1.52
C -1.55 2.93 -0.74
C -0.41 2.46 -0.17
O 0.29 3.33 0.87
C -0.30 4.44 1.10
H 0.37 4.96 1.84
H -0.28 5.38 0.25
H -1.25 4.50 1.39
H -2.05 3.78 -0.23
H -3.08 2.25 -2.06
H -2.09 0.17 -2.47
H 0.20 -0.64 -1.28
H 3.33 0.67 0.41
C 2.42 -0.80 -1.14
O 2.73 -1.08 -2.31
N 2.06 -1.68 -0.39
H 2.14 -1.59 0.64
C 2.14 -3.24 -0.65
C 3.22 -4.14 0.10
H 3.82 -4.38 -0.73
H 3.54 -3.28 0.77
C 2.32 -4.97 0.82
H 2.80 -5.21 1.77
H 2.37 -5.88 0.20
C 0.99 -4.45 1.15
H 1.08 -3.67 1.95
H 0.19 -4.98 1.52
C 0.66 -3.76 -0.37
H 0.30 -4.45 -0.98
H -0.06 -2.84 -0.23
H 2.36 -3.16 -1.48
H 1.99 1.75 -2.25
H 3.68 1.38 -2.11
H 3.24 3.83 -1.80
H 2.26 3.34 -0.11
H 4.55 2.35 0.69
H 4.84 4.02 0.10
H 5.32 2.61 -0.85
*
```

# C20H22O2

An isolated molecule of C20H22O2 (ωB97M-V/def2-TZVPD, OMol25).

For the gap between HOMO and LUMO, the calculation gives 9.88 eV. For the LUMO energy, the calculation gives 0.3 eV. For the relative energy (zero: lowest compared OMol25 entry of this formula, charge and spin), the calculation gives 0.000 eV. Its electronic energy is -925.80626 Eh. Its SMILES is O=C(CCCCCCC(=O)c1ccccc1)c1ccccc1.

The geometry in ORCA input format:
```
! RIJCOSX wB97M-V def2-TZVPD def2/J DEFGRID3
* xyz 0 1
O 2.04 -2.95 -0.99
C 1.66 -2.19 -1.86
C 2.64 -1.42 -2.71
C 2.42 0.09 -2.80
C 2.75 0.84 -1.50
C 1.76 0.61 -0.36
C 0.38 1.20 -0.62
C -0.56 0.97 0.56
C -0.23 1.86 1.74
O 0.53 2.80 1.65
C -0.91 1.54 3.03
C -0.44 2.17 4.18
C -1.01 1.92 5.41
C -2.08 1.04 5.50
C -2.56 0.42 4.36
C -1.98 0.66 3.13
C 0.21 -2.01 -2.13
C -0.29 -1.66 -3.38
C -1.65 -1.50 -3.56
C -2.52 -1.67 -2.50
C -2.03 -2.04 -1.25
C -0.68 -2.22 -1.08
H 2.59 -1.85 -3.72
H 3.65 -1.62 -2.33
H 3.07 0.48 -3.59
H 1.39 0.30 -3.09
H 3.74 0.54 -1.17
H 2.78 1.91 -1.72
H 1.67 -0.46 -0.16
H 2.17 1.08 0.54
H -0.07 0.74 -1.51
H 0.47 2.27 -0.80
H -1.59 1.19 0.26
H -0.52 -0.07 0.87
H 0.39 2.86 4.08
H -0.63 2.41 6.29
H -2.53 0.84 6.46
H -3.40 -0.26 4.44
H -2.38 0.17 2.26
H 0.37 -1.54 -4.23
H -2.04 -1.23 -4.53
H -3.59 -1.53 -2.64
H -2.71 -2.20 -0.43
H -0.27 -2.51 -0.12
*
```